# 1
Below is 18 unconnected molecules or ions with the total composition C24H76F6O20, with properties calculated with wB97M-V/def2-TZVPD.

The value obtained for the lowest unoccupied orbital energy is 3.052 eV. The calculated total energy comes out at -3063.6532 hartree. The HOMO energy is -1.57 eV. The value obtained for the orbital gap is 4.625 eV.

The geometry in ORCA input format:
```
! RIJCOSX wB97M-V def2-TZVPD def2/J DEFGRID3
* xyz -2 1
C 5.5399 14.5461 -13.0750
O 6.4318 14.9476 -12.0132
O 6.2722 14.8373 -14.2435
C 4.7990 13.1289 -12.9278
F 4.2221 13.0633 -11.7287
F 3.8610 12.8672 -13.8679
F 5.6413 12.0729 -12.8810
C 5.9176 15.2692 -10.7482
C 7.0464 15.9298 -9.9914
H 6.7446 16.1220 -8.9618
H 7.8628 15.2077 -9.9874
H 7.3355 16.8557 -10.4887
H 5.6756 14.3591 -10.1994
H 5.0051 15.8636 -10.7004
H 4.7544 15.2901 -12.9427
C 9.0460 11.7568 -13.9441
O 10.3138 12.0464 -13.2800
O 9.2575 12.3204 -15.2003
C 8.6203 10.2720 -13.8926
F 8.1225 9.9309 -12.7302
F 7.6436 10.0270 -14.7126
F 9.5878 9.3971 -14.2077
C 10.4497 11.8242 -11.8781
C 11.8554 12.2270 -11.4427
H 12.5519 11.4940 -11.8497
H 12.2176 13.1643 -11.8650
H 11.9593 12.2470 -10.3578
H 10.4025 10.7488 -11.7063
H 9.7617 12.3781 -11.2394
H 8.3356 12.3435 -13.3615
C 13.2310 10.4224 -14.9731
O 14.5889 9.9792 -14.9177
H 13.1516 10.9903 -15.9000
H 12.4937 9.6365 -15.1373
H 12.9394 10.9663 -14.0747
H 15.0108 10.4356 -14.1860
C 9.3629 9.5964 -17.7190
O 10.5365 10.2227 -17.2998
H 9.3549 9.1153 -18.6971
H 9.0233 8.8812 -16.9699
H 8.6139 10.3867 -17.7706
H 10.2375 10.8670 -16.6540
C 13.5125 16.8211 -11.4794
O 13.9390 16.9996 -10.1253
H 14.3717 16.8856 -12.1470
H 12.9317 15.9090 -11.6164
H 12.8055 17.5840 -11.8055
H 14.7752 17.4622 -10.2163
C 5.5866 12.4081 -16.8585
O 6.3256 13.5671 -16.6822
H 6.0466 11.5983 -16.2923
H 4.5655 12.5749 -16.5155
H 5.4831 12.0855 -17.8946
H 6.0959 14.0371 -15.8773
C 10.0007 15.7893 -11.9346
O 9.0227 15.2067 -12.7411
H 10.3358 14.9817 -11.2836
H 10.8513 16.1854 -12.4893
H 9.5535 16.5914 -11.3475
H 8.2952 14.9766 -12.1585
C 16.7297 11.9996 -13.0000
O 15.4261 11.5300 -12.7953
H 17.0582 12.5987 -12.1507
H 17.4839 11.2594 -13.2672
H 16.5940 12.7461 -13.7825
H 15.4099 10.8586 -12.1093
C 13.6425 10.3970 -7.4785
O 14.2428 11.5374 -6.8920
H 13.4238 9.5627 -6.8120
H 12.7811 10.6674 -8.0892
H 14.3404 9.9800 -8.2046
H 14.7964 11.9731 -7.5442
C 14.9470 13.6077 -9.2376
O 15.9406 13.1260 -8.3839
H 15.4239 14.1835 -10.0307
H 14.3231 12.8258 -9.6706
H 14.2263 14.3097 -8.8181
H 16.2258 13.9247 -7.9342
C 10.2631 13.3645 -7.7836
O 9.7499 14.6379 -7.5456
H 11.1503 13.2964 -7.1540
H 9.5290 12.6185 -7.4790
H 10.4700 13.2270 -8.8449
H 10.2408 15.2504 -8.0982
C 7.2465 11.4767 -9.9517
O 6.7013 10.6215 -8.9594
H 8.1618 10.9985 -10.3007
H 6.6320 11.8238 -10.7823
H 7.6642 12.3396 -9.4331
H 7.4401 10.4577 -8.3687
C 11.9651 6.7186 -15.1424
O 12.8600 5.7602 -14.5608
H 11.7453 7.6050 -14.5473
H 12.3154 7.1247 -16.0914
H 11.0158 6.1939 -15.2498
H 12.4509 5.4073 -13.7673
C 10.0597 9.1606 -8.6801
O 9.0866 9.7744 -7.8728
H 9.7607 9.2372 -9.7255
H 11.0618 9.5838 -8.6118
H 10.0541 8.1122 -8.3817
H 9.3069 9.6777 -6.9435
C 7.8874 6.5544 -15.5729
O 8.3307 5.8641 -16.7145
H 7.7102 7.6132 -15.7621
H 6.9407 6.1974 -15.1674
H 8.5975 6.4565 -14.7517
H 7.5646 5.7767 -17.2865
C 6.5158 6.8185 -11.8985
O 5.2603 6.2449 -12.1077
H 7.3007 6.0824 -11.7247
H 6.7856 7.3458 -12.8135
H 6.4860 7.4163 -10.9875
H 4.9081 5.8750 -11.2949
C 12.8199 14.4662 -14.3767
O 11.4240 14.3828 -14.3572
H 13.0641 15.4901 -14.6597
H 13.2392 14.3290 -13.3800
H 13.3344 13.7880 -15.0575
H 11.1899 13.4776 -14.1393
C 12.2142 8.1776 -11.8205
O 12.8993 8.7902 -10.7369
H 12.8634 7.3896 -12.2022
H 11.2659 7.8544 -11.3912
H 11.9424 8.8601 -12.6259
H 13.6920 9.2461 -11.0289
*
```

---

# 2
Below is a single C4H8O molecule, with properties calculated with wB97M-V/def2-TZVPD.

The value obtained for the lowest unoccupied orbital energy (alpha / beta) is 1.105 / -0.152 eV. The calculated total energy comes out at -232.2952 hartree. The HOMO energy (alpha / beta) is -8.10 / -6.37 eV. The value obtained for the orbital gap (alpha / beta) is 9.203 / 6.218 eV.

The geometry in ORCA input format:
```
! RIJCOSX wB97M-V def2-TZVPD def2/J DEFGRID3
* xyz 0 1
C 1.4451 -0.9912 -0.2029
C 0.2559 -0.1528 -0.6166
C -0.9904 -0.2306 0.1906
C -1.2646 1.2191 0.3224
O -0.3634 2.0950 0.6640
H 1.3298 -2.0605 -0.4659
H 1.6179 -0.9567 0.8814
H 2.3754 -0.6521 -0.6755
H 0.4731 1.5534 0.4794
H 0.0662 -0.1114 -1.6876
H -1.8721 -0.7353 -0.2338
H -0.8297 -0.6472 1.2003
H -2.2432 1.6703 0.1441
*
```

---

# 3
Below is a molecular structure, C48H66N5O3Sb2Sc, with properties calculated with wB97M-V/def2-TZVPD.

The value obtained for the lowest unoccupied orbital energy is -4.474 eV. The calculated total energy comes out at -3609.0537 hartree. The HOMO energy is -12.21 eV. The value obtained for the orbital gap is 7.739 eV.

The geometry in ORCA input format:
```
! RIJCOSX wB97M-V def2-TZVPD def2/J DEFGRID3
* xyz 2 1
Sc -0.2501 0.1859 -0.4669
O 0.4009 2.1394 -1.9463
H -0.1304 2.9102 -1.6818
H 1.2519 2.4795 -2.2505
O -1.8849 -1.4523 0.3165
H -2.0764 -2.2102 -0.2522
H -2.7449 -1.0134 0.4862
C 1.5786 -5.5840 -0.0682
N 1.4055 -4.2008 -0.4704
C 2.1463 -3.5125 -1.5104
C 1.5363 -2.1313 -1.4153
O 1.8248 -1.1641 -2.0979
N 0.5788 -2.0935 -0.4311
C 0.5433 -3.3471 0.0829
N -0.3156 -3.7292 1.0261
H 2.4589 -5.9760 -0.5689
H 0.7168 -6.1880 -0.3474
H 1.7521 -5.6423 1.0073
H 1.9804 -3.9444 -2.4996
H 3.2172 -3.4823 -1.3062
H -0.8102 -3.0000 1.5181
H -0.1719 -4.5954 1.5196
C 1.3806 0.3697 -4.8841
C 0.3963 -0.7856 -4.7306
C -0.0756 -1.3039 -6.0872
Sb -1.1131 -0.2346 -3.3165
C -2.0271 1.4860 -4.2200
C -2.3113 1.4036 -5.7151
C -3.2634 1.9533 -3.4658
C -2.4934 -1.8697 -3.4303
C -3.4794 -1.8885 -4.5916
C -1.7011 -3.1757 -3.3291
H 2.2057 0.0750 -5.5336
H 1.8119 0.6620 -3.9249
H 0.9164 1.2475 -5.3346
H 0.9125 -1.5992 -4.2208
H -0.5547 -0.5459 -6.6948
H -0.7604 -2.1410 -6.0098
H 0.7902 -1.6559 -6.6510
H -1.2401 2.2331 -4.0696
H -2.9788 0.5903 -5.9795
H -1.4056 1.3089 -6.3053
H -2.7949 2.3291 -6.0321
H -4.1038 1.2681 -3.5875
H -3.5857 2.9180 -3.8618
H -3.0799 2.0798 -2.3994
H -3.0716 -1.7619 -2.5038
H -2.9802 -1.9100 -5.5570
H -4.1429 -1.0254 -4.5867
H -4.1095 -2.7784 -4.5386
H -1.0872 -3.3609 -4.2075
H -2.3774 -4.0281 -3.2301
H -1.0348 -3.1836 -2.4587
C -2.5454 -0.0096 6.7062
C -3.1657 -0.1423 5.4756
C -2.3990 -0.1498 4.3159
C -1.0174 -0.0181 4.3870
C -0.3955 0.1038 5.6285
C -1.1644 0.1090 6.7808
Sb 0.1568 -0.0459 2.6406
C 1.3349 -1.7778 3.0310
C 2.4883 -2.0360 2.2908
C 3.2152 -3.2012 2.4855
C 2.7885 -4.1355 3.4225
C 1.6409 -3.8918 4.1615
C 0.9190 -2.7190 3.9676
C 1.5698 1.4160 3.2924
C 2.9093 1.1239 3.5325
C 3.7625 2.0975 4.0393
C 3.2860 3.3710 4.3084
C 1.9496 3.6672 4.0825
C 1.0958 2.6931 3.5833
H -3.1350 -0.0018 7.6108
H -4.2395 -0.2421 5.4154
H -2.8922 -0.2705 3.3643
H 0.6797 0.2102 5.7082
H -0.6853 0.2112 7.7433
H 2.8306 -1.3276 1.5403
H 4.1213 -3.3714 1.9210
H 3.3621 -5.0363 3.5897
H 1.3157 -4.6048 4.9061
H 0.0383 -2.5426 4.5759
H 3.2940 0.1289 3.3697
H 4.7954 1.8495 4.2471
H 3.9487 4.1227 4.7119
H 1.5663 4.6513 4.3112
H 0.0512 2.9502 3.4433
C -5.7496 0.4515 1.0947
C -4.9279 1.2042 1.9277
C -3.6402 1.5242 1.5316
C -3.1450 1.1139 0.2921
C -3.9828 0.3779 -0.5434
C -5.2712 0.0388 -0.1382
N -1.8070 1.4590 -0.0572
C -1.5941 2.8551 0.0720
C -2.5717 3.7777 -0.3011
C -2.3220 5.1363 -0.2017
C -1.1005 5.6082 0.2672
C -0.1295 4.6987 0.6595
C -0.3837 3.3340 0.5756
H -6.7542 0.2046 1.4019
H -5.2916 1.5423 2.8874
H -3.0067 2.1252 2.1735
H -3.6261 0.0647 -1.5170
H -5.9041 -0.5339 -0.8007
H -3.5329 3.4352 -0.6667
H -3.0926 5.8349 -0.4951
H -0.9171 6.6690 0.3448
H 0.8152 5.0367 1.0609
H 0.3764 2.6427 0.9451
C 4.8281 2.5059 0.4239
C 4.5206 1.1165 -0.1460
C 4.9451 0.9990 -1.6133
C 5.1712 0.0213 0.7029
C 3.0500 0.9322 -0.0921
N 1.9107 0.7850 -0.0522
H 5.9075 2.6477 0.3992
H 4.4834 2.5987 1.4539
H 4.3689 3.2923 -0.1734
H 6.0327 0.9870 -1.6506
H 4.5983 1.8518 -2.1943
H 4.5677 0.0839 -2.0713
H 6.2499 0.1549 0.6574
H 4.9360 -0.9727 0.3233
H 4.8595 0.0901 1.7432
*
```

---

# 4
Below is a molecular structure, C12H14FN4O3S2Yb, with properties calculated with wB97M-V/def2-TZVPD.

As for the expectation value of S²: 0.751. The value obtained for the lowest unoccupied orbital energy (alpha / beta) is 0.404 / 0.404 eV. The calculated total energy comes out at -2965.4842 hartree. The HOMO energy (alpha / beta) is -7.91 / -7.90 eV. The value obtained for the orbital gap (alpha / beta) is 8.315 / 8.306 eV.

The geometry in ORCA input format:
```
! RIJCOSX wB97M-V def2-TZVPD def2/J DEFGRID3
* xyz 0 2
Yb -0.7754 1.1967 1.0047
N -3.5159 -1.0855 -1.2439
C -2.6703 -0.0875 -0.9694
O -1.5554 -0.3487 -0.4765
C -3.0669 1.3225 -1.3003
C -2.5804 2.3171 -0.2099
H -3.2527 -2.0178 -0.9685
H -4.4435 -0.9129 -1.5827
H -4.1453 1.3701 -1.4849
H -2.5591 1.5465 -2.2436
H -3.4078 2.4212 0.5061
H -2.4934 3.2933 -0.6916
F 1.0426 1.3615 0.3709
N 0.9432 -1.5494 8.0898
C 0.2562 -1.0118 7.0266
C -0.7885 -1.7215 6.4209
C -1.4944 -1.1691 5.3728
C -1.1696 0.1009 4.9191
C -0.1358 0.8188 5.5026
C 0.5661 0.2702 6.5556
S -2.0530 0.7924 3.5549
O -1.1350 1.8025 2.9618
O -3.3132 1.3241 3.9645
N -2.3187 -0.3948 2.5024
C -1.2648 -1.1514 2.1277
S -1.5141 -2.7920 1.5740
C 0.1816 -2.9149 1.2390
C 0.8055 -1.7714 1.5781
N -0.0043 -0.7780 2.0902
H 0.8707 -2.5379 8.2477
H 1.8199 -1.1310 8.3424
H -1.0381 -2.7123 6.7807
H -2.3067 -1.7112 4.9043
H 0.1089 1.8030 5.1261
H 1.3716 0.8269 7.0192
H 0.5954 -3.8121 0.8108
H 1.8606 -1.5714 1.4716
*
```

---

# 5
Below is a single CH5IP2 molecule, with properties calculated with wB97M-V/def2-TZVPD.

The value obtained for the lowest unoccupied orbital energy is 0.048 eV. As for the structure (SMILES): PC(P)I. The calculated total energy comes out at -1021.4270 hartree. The HOMO energy is -9.24 eV. The value obtained for the orbital gap is 9.287 eV.

The geometry in ORCA input format:
```
! RIJCOSX wB97M-V def2-TZVPD def2/J DEFGRID3
* xyz 0 1
P 0.8660 1.4488 0.0023
C -0.2304 -0.0280 0.3297
P 0.8798 -1.4436 -0.0047
I -2.3091 0.0041 -0.1077
H 0.3184 1.8125 -1.2988
H 0.0420 2.4728 0.4085
H -0.0236 0.1088 1.4783
H 0.0713 -2.4516 0.4801
H 0.3856 -1.9238 -1.2876
*
```

---

# 6
Below is a molecular structure, C48H54BBaF3N10OS3Sb, with properties calculated with wB97M-V/def2-TZVPD.

The value obtained for the lowest unoccupied orbital energy is -2.968 eV. The calculated total energy comes out at -4268.9335 hartree. The HOMO energy is -10.35 eV. The value obtained for the orbital gap is 7.378 eV.

The geometry in ORCA input format:
```
! RIJCOSX wB97M-V def2-TZVPD def2/J DEFGRID3
* xyz 1 1
Ba -6.5595 19.5472 6.6917
C -4.2427 17.0063 10.3632
C -5.1161 18.1664 10.7430
C -5.7762 18.2488 11.9104
C -6.6188 19.3522 12.1825
N -6.6873 20.3581 11.3668
N -5.9609 20.3462 10.2355
B -5.7883 21.7724 9.6610
N -4.3220 22.2107 9.7325
N -3.4188 22.0798 10.6844
C -2.2020 22.4472 10.3925
C -1.8514 22.9890 9.1134
C -2.8014 23.0845 8.1336
C -2.6281 23.6728 6.7535
C -4.0836 22.6357 8.5218
S -5.6735 22.4582 7.7589
C -1.1663 22.3061 11.4932
C -0.0242 21.3726 10.9844
C -1.7823 21.6766 12.7415
C -0.5996 23.6767 11.8850
N -6.7608 22.7359 10.3418
N -6.1776 23.4416 11.3444
C -6.9333 24.2086 12.0531
C -8.3418 24.2798 11.7561
C -8.9356 23.5922 10.7527
C -10.3814 23.6426 10.4375
C -8.0572 22.6895 10.0241
S -8.5921 21.6626 8.7933
C -6.2278 25.0466 13.1503
C -6.9054 24.8497 14.4962
C -4.7479 24.6293 13.2124
C -6.3091 26.5489 12.7735
C -5.1931 19.3075 9.8401
S -4.2226 19.2894 8.4520
C -7.4955 19.3413 13.4580
C -6.5970 19.1004 14.6865
C -8.5226 18.1902 13.3600
C -8.2113 20.6940 13.6377
H -4.1166 16.3663 11.2525
H -3.2703 17.3183 9.9919
H -4.6909 16.4311 9.5650
H -5.6394 17.4729 12.6488
H -0.8502 23.2973 8.8956
H -1.6249 24.0460 6.6182
H -3.3250 24.4638 6.5762
H -2.8274 22.9477 5.9812
H -0.4504 20.4293 10.6275
H 0.6624 21.1854 11.8071
H 0.5784 21.7909 10.1531
H -2.2556 20.7072 12.5484
H -2.5801 22.3226 13.1061
H -1.0798 21.5517 13.5349
H -0.0527 24.1685 11.0866
H 0.0786 23.5445 12.7419
H -1.4240 24.3241 12.1644
H -8.9603 24.9502 12.3404
H -10.9465 24.3283 11.0785
H -10.8311 22.6369 10.5692
H -10.5392 23.8789 9.3928
H -6.9274 23.8155 14.7516
H -7.9152 25.2550 14.4987
H -6.3625 25.3504 15.2691
H -4.6274 23.5928 13.5292
H -4.2467 25.2732 13.9328
H -4.2849 24.7620 12.2503
H -7.3431 26.8771 12.7577
H -5.8954 26.7854 11.7919
H -5.7845 27.1701 13.4994
H -6.2045 18.0758 14.7204
H -7.2191 19.2602 15.5763
H -5.7415 19.7596 14.6893
H -8.0286 17.2101 13.2366
H -9.1408 18.3036 12.4702
H -9.1655 18.1088 14.2292
H -7.5627 21.5702 13.6646
H -8.8285 20.6981 14.5421
H -8.8627 20.8445 12.7690
O -8.2817 17.7547 8.0130
H -9.0605 17.9878 8.5211
H -8.2315 16.7955 8.0365
N -3.6709 14.8871 8.1517
C -4.0999 15.1909 7.1184
N -4.5952 15.4717 5.9097
C -5.3197 16.4919 5.8421
N -6.0351 17.4110 5.7584
N -5.3514 20.1610 2.6049
C -5.6849 20.0746 3.7079
H -5.1118 20.1770 1.6132
F -15.4883 23.6652 4.0160
C -14.4684 22.8812 4.4058
C -13.2801 23.4803 4.8052
C -12.2593 22.6548 5.2485
C -12.3815 21.2703 5.2849
C -13.5893 20.7001 4.9079
C -14.6401 21.5230 4.4805
Sb -10.6497 20.1563 6.1108
C -10.2581 18.8403 4.4137
C -10.0766 17.4847 4.5264
C -9.7842 16.6955 3.4062
C -9.6797 17.3169 2.1779
F -9.4489 16.5861 1.0906
C -9.8739 18.6908 2.0387
C -10.1119 19.4606 3.1851
C -11.6194 19.0716 7.6715
C -11.8472 19.8923 8.7899
C -12.4871 19.4078 9.9214
C -12.8903 18.0912 9.9371
F -13.4419 17.5727 11.0474
C -12.7267 17.2816 8.8324
C -12.0782 17.7680 7.7143
H -13.1605 24.5359 4.7623
H -11.3057 23.1022 5.5374
H -13.7153 19.6319 4.9555
H -15.6224 21.0733 4.2363
H -10.2247 16.9614 5.4650
H -9.5968 15.6338 3.4716
H -9.7923 19.1574 1.0502
H -10.2740 20.5172 3.0664
H -11.5421 20.9324 8.7936
H -12.6615 20.0558 10.7698
H -13.1039 16.2562 8.9304
H -11.9596 17.1378 6.8403
*
```

---

What is the calculated total energy in the fifth record? -1021.4270 hartree

---

Number 1 is which compound? C24H76F6O20